A structure of composition C47H41AsCrF2N8O5S2, computed with ωB97M-V with the def2-TZVPD basis set.

Each line ends with the Mulliken spin population.
CARTESIAN COORDINATES (ANGSTROEM)
1 As 2.091776 -0.119957 -2.943374  0.00
2 Cr -0.133877 -0.058383 1.050126  1.13
3 S -3.753764 2.995921 0.431844  0.00
4 S -1.828466 3.917883 3.021042  0.00
5 F 2.036066 -1.581092 -0.131296  0.00
6 F 0.154581 -2.050784 -1.170739  0.00
7 O -4.238150 3.896389 1.460596  0.00
8 O -0.033731 1.037859 -0.494470  -0.01
9 O -3.826236 3.429281 -0.940764  0.00
10 O -0.529048 -2.703920 4.755006  0.00
11 O -0.597198 -1.083659 2.538255  0.00
12 N 1.775115 0.386248 1.818599  -0.02
13 N -2.074964 0.110967 -1.061907  0.00
14 N -0.772549 1.686023 2.263764  -0.02
15 N -6.765013 -2.138520 0.721815  0.00
16 N -1.849652 -0.552955 0.148426  -0.01
17 N 4.389555 0.834868 2.586755  0.00
18 N 4.390816 -1.144805 3.771589  0.00
19 N -2.319097 2.430534 0.737959  0.01
20 C 2.419701 1.491077 1.421667  0.01
21 C -6.062324 -0.929139 0.644206  0.00
22 C -5.488012 1.094632 -0.538155  0.00
23 C 0.649381 -1.726775 0.087006  -0.05
24 C -1.326863 3.602447 -4.568460  0.00
25 C -3.372902 -4.132304 2.980813  0.00
26 C -1.491673 -2.856581 3.784875  -0.01
27 C -0.495774 3.052875 -2.382137  0.00
28 C 1.249557 1.731453 -6.616305  0.00
29 C -2.546979 -2.249559 1.701445  0.02
30 C 5.120684 -3.025039 -2.308755  0.00
31 C -3.452506 -3.295134 1.883526  0.00
32 C 5.275842 3.370315 -2.489880  0.00
33 C 3.238034 -4.142048 -3.282360  0.00
34 C -2.695987 -1.437476 0.490337  -0.03
35 C 3.180226 2.324713 -1.954285  0.00
36 C 5.584055 2.303487 -3.328288  0.00
37 C -4.596655 0.694239 1.651779  0.00
38 C 1.890232 -0.851716 -5.855045  0.00
39 C -1.877789 1.484995 -3.571989  0.00
40 C 3.176585 -1.745835 -2.957251  0.00
41 C -0.596201 3.944660 -3.439883  0.00
42 C 2.403396 -0.479644 2.586987  0.00
43 C -1.087789 0.919283 -1.266333  -0.02
44 C -0.584313 3.209389 3.993312  0.00
45 C 4.524099 -4.190978 -2.764086  0.00
46 C -5.269222 -0.509834 1.713575  0.00
47 C 4.448868 -1.813042 -2.399371  0.00
48 C -2.388140 -3.900155 3.933680  0.00
49 C 1.869212 0.151054 -4.892453  0.00
50 C 4.069527 3.385343 -1.809848  0.00
51 C -0.499144 -1.433363 5.395574  0.00
52 C -0.166919 2.055116 3.441712  0.01
53 C -1.523896 -2.027628 2.646438  0.00
54 C 3.728660 1.688749 1.804667  0.00
55 C 4.690911 1.255442 -3.479626  0.00
56 C -6.169236 -0.113287 -0.477426  0.00
57 C 1.539407 1.445621 -5.291922  0.00
58 C 1.599837 -0.567468 -7.185055  0.00
59 C 2.565660 -2.931497 -3.362078  0.00
60 C 1.276498 0.723650 -7.570851  0.00
61 C 3.484149 1.251451 -2.783245  0.00
62 C -4.703871 1.501984 0.525768  0.00
63 C -1.672112 2.584228 1.873811  0.00
64 C -1.961411 2.369083 -4.635307  0.00
65 C 3.730633 -0.245348 2.983277  0.00
66 C -1.141190 1.824533 -2.442261  0.00
67 H -0.190783 -0.644794 4.712448  0.00
68 H -1.406735 4.297762 -5.395315  0.00
69 H -3.961944 0.999274 2.475070  0.00
70 H 1.537170 -2.921846 -3.704080  0.00
71 H 0.044394 3.315473 -1.483754  0.00
72 H 4.926157 0.440902 -4.155105  0.00
73 H 0.559483 1.388701 3.882995  0.00
74 H 1.040917 0.942365 -8.604751  0.00
75 H 3.813584 4.221966 -1.170824  0.00
76 H 2.746618 -5.050269 -3.608288  0.00
77 H 0.560040 -2.662116 0.661048  0.00
78 H -7.004558 -2.539800 -0.170971  0.00
79 H -2.381155 0.528615 -3.597625  0.00
80 H -1.486407 -1.187069 5.798147  0.00
81 H 5.299966 -0.890498 4.110444  0.00
82 H -2.528061 2.097301 -5.517285  0.00
83 H -4.215719 -3.450451 1.130022  0.00
84 H 0.207323 -1.527295 6.218693  0.00
85 H 1.629281 -1.363561 -7.919212  0.00
86 H 3.898655 -1.901022 4.206545  0.00
87 H 4.922515 -0.917951 -2.016246  0.00
88 H 1.494739 2.245926 -4.560945  0.00
89 H 6.521075 2.296160 -3.871143  0.00
90 H 5.049072 -5.135367 -2.695572  0.00
91 H -0.261981 3.649104 4.921011  0.00
92 H 2.158267 -1.864832 -5.586324  0.00
93 H -4.070555 -4.949758 3.102796  0.00
94 H 1.853727 -1.364634 2.886394  0.00
95 H -0.112110 4.911335 -3.377419  0.00
96 H -6.774177 -0.436277 -1.317206  0.00
97 H -3.553840 -1.609936 -0.157645  0.00
98 H 0.989568 2.744256 -6.897876  0.00
99 H 4.265066 2.568073 1.469387  0.00
100 H 5.974562 4.189245 -2.375328  0.00
101 H -5.165899 -1.144813 2.586093  0.00
102 H -5.534003 1.715230 -1.421919  0.00
103 H 6.110597 -3.055479 -1.870597  0.00
104 H -6.353781 -2.819295 1.341337  0.00
105 H 1.868733 2.188657 0.808814  0.00
106 H -2.298005 -4.521704 4.815234  0.00
107 H 2.231345 2.328608 -1.430580  0.00

Atomic forces in eV per Å
As -0.03 0.03 -0.39
Cr -0.07 -0.41 0.04
S -0.10 -0.05 -0.20
S -0.01 -0.02 -0.07
F 0.06 -0.09 0.02
F -0.09 0.01 -0.05
O 0.00 0.04 0.00
O -0.10 0.15 0.24
O -0.08 0.10 0.08
O 0.14 -0.03 -0.11
O -0.09 -0.18 0.06
N -0.11 0.05 -0.11
N 0.05 -0.25 0.28
N 0.39 0.11 -0.13
N -0.09 -0.05 0.00
N 0.10 0.16 -0.23
N 0.07 0.06 -0.02
N 0.07 0.00 -0.06
N 0.18 0.27 -0.12
C 0.09 -0.07 0.07
C -0.02 0.08 0.08
C 0.02 -0.05 0.02
C 0.00 0.13 0.00
C 0.01 0.00 -0.02
C -0.04 0.06 -0.09
C -0.16 -0.17 0.06
C -0.03 0.03 -0.03
C 0.00 0.01 0.00
C 0.02 0.12 -0.30
C -0.01 0.02 0.00
C 0.08 -0.15 0.14
C 0.01 -0.02 -0.01
C -0.01 0.01 -0.02
C 0.09 -0.15 0.01
C 0.05 0.03 0.03
C 0.01 0.03 0.01
C -0.11 0.09 0.00
C 0.11 0.00 -0.04
C 0.03 0.03 -0.02
C -0.04 0.00 0.12
C 0.03 -0.03 0.01
C 0.07 0.07 0.04
C 0.29 0.21 -0.28
C 0.01 -0.03 0.02
C 0.01 0.00 0.01
C -0.26 0.12 0.14
C 0.05 0.00 -0.06
C 0.03 0.09 0.06
C -0.04 -0.02 0.05
C -0.03 -0.02 0.01
C -0.10 0.01 0.07
C -0.09 -0.08 0.12
C 0.18 0.18 0.04
C -0.07 0.01 -0.01
C -0.04 0.02 -0.05
C 0.03 0.01 -0.03
C -0.05 0.01 0.00
C 0.01 0.00 0.02
C -0.01 -0.04 0.07
C 0.00 0.00 0.01
C -0.05 -0.04 0.13
C -0.15 -0.10 0.03
C -0.19 -0.17 0.15
C -0.01 -0.03 0.01
C -0.12 -0.07 0.02
C -0.11 -0.15 0.06
H 0.01 -0.01 0.00
H 0.00 0.01 0.00
H 0.03 0.00 0.01
H 0.00 0.02 -0.02
H 0.01 0.01 0.03
H 0.00 -0.01 0.01
H 0.07 0.04 -0.03
H 0.01 0.01 -0.01
H 0.00 0.01 0.01
H 0.00 -0.01 0.00
H -0.02 0.07 0.09
H 0.02 -0.01 0.00
H -0.01 -0.02 0.00
H 0.00 0.00 0.01
H -0.01 0.01 0.03
H 0.00 0.01 0.00
H 0.02 -0.01 -0.04
H 0.01 0.02 0.00
H 0.00 -0.01 -0.01
H -0.02 0.00 0.02
H 0.00 0.00 -0.02
H -0.02 -0.01 0.03
H 0.01 0.00 -0.01
H 0.00 -0.01 0.01
H 0.00 0.01 0.04
H -0.02 0.00 0.01
H -0.01 -0.02 0.01
H 0.01 -0.01 -0.01
H 0.00 0.01 0.00
H -0.01 0.00 -0.01
H 0.09 -0.03 0.02
H -0.01 0.01 -0.01
H 0.03 -0.01 0.02
H 0.01 0.02 -0.01
H -0.02 0.02 -0.01
H 0.01 0.02 -0.02
H 0.01 -0.01 0.00
H -0.01 0.02 0.01
H -0.01 -0.01 -0.01
H 0.00 -0.01 0.02
H -0.02 0.00 0.00

Output
Charge: -1
LUMO (spin up / spin down) (eV): 2.2 / 2.2
DFT total energy (eV): -187930.734
E_HOMO (spin up / spin down) (Ha): -0.183 / -0.179
Gap between HOMO and LUMO (spin up / spin down) (eV): 7.133 / 7.083
Relative energy (zero: lowest compared OMol25 entry of this formula, charge and spin) (eV): 0.237
Expectation value of S²: 0.760
Spin multiplicity: 2